[1]
# C25H34AlNOSi

A molecular structure, C25H34AlNOSi (ωB97M-V/def2-TZVPD, the Open Molecules 2025 dataset).

As for the spin multiplicity: 1. The orbital gap comes out at 6.41 eV. The energy relative to the best compared isomer or geometry (same formula, charge and spin) comes out at 0.0 kcal per mole.

Geometry as XYZ:
```
63
Properties=species:S:1:pos:R:3:forces:R:3:mulliken_charge:R:1
C -3.181385 1.520148 1.164031 -0.192 -0.684 0.506 -0.80
C -3.184481 1.043566 -0.170914 -0.184 -0.618 0.255 -0.42
C -2.561050 -0.228705 -0.203791 -1.135 -0.108 1.225 -1.03
H -3.685932 1.499008 -1.024635 0.503 0.106 0.251 0.49
C -2.186271 -0.568036 1.153974 -1.859 0.551 0.143 -0.19
C -2.586800 0.543995 1.998518 -0.932 -0.883 -1.193 -0.66
H -1.965646 -1.571154 1.507827 0.399 0.354 -0.166 0.84
C -0.484223 3.432053 0.770998 0.906 0.007 -0.554 -1.05
C -1.275937 3.255310 -0.386521 0.504 0.257 -0.062 -0.56
C -0.547973 2.487550 -1.333694 0.505 0.222 0.522 -0.65
H -2.252060 3.709606 -0.559180 0.264 -0.420 0.156 0.58
C 0.739668 2.186017 -0.775664 -0.520 1.350 0.681 0.05
C 0.775461 2.792502 0.534134 -0.561 0.414 -1.126 -1.17
H -2.646253 -0.971846 -0.993541 0.541 0.422 -0.061 0.57
H -2.579478 0.529321 3.085074 0.332 0.236 -0.324 0.79
H -3.617581 2.447491 1.534372 0.340 -0.153 -0.294 0.42
H 1.681534 2.904789 1.120243 -0.310 -0.310 0.228 0.63
H -0.803859 2.327343 -2.375647 -0.262 -0.234 0.296 0.50
H -0.735800 4.003417 1.668918 -0.027 -0.371 -0.408 0.45
Al -0.675148 0.783109 0.573086 0.753 1.106 0.873 0.33
C 1.943659 1.601053 -1.484079 -0.715 -0.176 0.483 2.66
C 3.113973 2.594688 -1.493826 0.344 0.011 -0.045 -1.85
C 1.604030 1.199709 -2.923445 0.139 0.041 -0.021 -2.23
H 2.813567 3.575029 -1.891889 -0.087 -0.352 0.145 0.40
H 3.923553 2.218521 -2.134837 -0.082 0.006 0.093 0.48
H 3.543944 2.753382 -0.494918 -0.242 -0.037 -0.178 0.33
H 1.513038 2.090176 -3.559307 -0.053 -0.215 0.160 0.47
H 0.671519 0.629533 -2.988159 0.089 0.057 0.044 0.31
H 2.413064 0.582215 -3.328139 -0.025 0.049 -0.074 0.40
C 2.342884 0.345075 -0.662189 0.929 0.123 -0.531 -0.92
C 1.324330 -0.753764 -0.688047 -1.603 0.303 0.333 0.19
H 2.555228 0.645415 0.387594 -0.369 -0.308 -0.641 -0.56
H 3.287335 -0.059325 -1.079198 -0.280 0.062 0.243 0.57
O 0.086497 -0.606207 -0.368166 2.876 -0.753 -0.822 0.27
N 1.706860 -1.979230 -1.031502 -0.271 -0.048 0.655 0.14
C 0.898953 -3.149270 -0.603380 1.121 -0.020 -0.187 -1.03
H 2.613438 -2.097395 -1.464751 -0.150 -0.090 0.421 0.32
C -0.291276 -3.385194 -1.467535 -0.468 -0.273 -0.056 0.83
C -1.472470 -3.896207 -0.923355 0.328 0.250 -0.286 -0.26
H -1.496578 -4.120066 0.140276 -0.192 0.072 -0.118 0.35
C -2.572855 -4.102748 -1.746729 0.080 -0.088 -0.197 -0.65
H -3.496257 -4.492809 -1.329469 0.102 0.065 -0.060 0.38
C -2.485961 -3.823095 -3.113049 0.066 0.085 -0.025 -0.45
H -3.345596 -3.991418 -3.762952 0.212 0.073 0.216 0.38
C -1.295103 -3.333677 -3.654353 0.011 -0.161 0.248 -0.71
H -1.208174 -3.115765 -4.713204 -0.112 -0.059 0.069 0.40
C -0.192415 -3.135595 -2.828155 -0.300 0.056 -0.115 -0.26
H 0.753447 -2.770009 -3.225905 -0.286 -0.006 -0.065 0.36
H 0.637488 -3.072020 0.461866 0.031 0.286 -0.371 0.16
H 1.611657 -3.975705 -0.688030 -0.214 -0.145 0.055 0.45
C 0.000407 1.970886 3.939143 0.210 0.029 0.736 -1.12
Si 0.483534 0.538856 2.838346 -0.880 0.378 -2.433 0.58
C 2.356291 0.444825 2.825313 0.407 -0.083 0.819 -1.26
C -0.071020 -1.112012 3.526836 0.248 -0.264 0.770 -1.09
H 0.401325 2.928686 3.575345 -0.063 -0.326 0.076 0.26
H 0.451299 1.757498 4.925190 -0.244 0.339 -0.088 0.42
H -1.085116 2.079491 4.062893 0.278 -0.052 -0.033 0.25
H 2.623639 0.290791 3.892001 0.297 0.067 -0.489 0.47
H 2.732389 -0.414994 2.251917 -0.040 0.197 0.189 0.26
H 2.838261 1.369299 2.476002 -0.067 -0.264 0.109 0.27
H 0.493760 -1.249052 4.466159 -0.283 -0.304 -0.147 0.43
H -1.142619 -1.170150 3.750575 0.246 -0.003 -0.031 0.28
H 0.189287 -1.934910 2.841526 -0.051 0.237 0.200 0.18
```
Positions in Å, forces in eV/Å.



[2]
# C5H8N2O2

2 unconnected molecules or ions with the total composition C5H8N2O2 (ωB97M-V/def2-TZVPD, the Open Molecules 2025 dataset).

As for the spin multiplicity: 1. The orbital gap comes out at 10.73 eV. The energy relative to the best compared isomer or geometry (same formula, charge and spin) comes out at 54.4 kcal per mole. As for the structure (SMILES): CC1(C)OC1=O.N#CN.

Geometry as XYZ:
```
17
Properties=species:S:1:pos:R:3:forces:R:3:mulliken_charge:R:1
C 1.052005 1.505496 0.197468 -0.159 -0.131 -0.053 -1.24
C 0.844481 0.191133 -0.503813 -0.280 -0.287 0.199 1.27
C 1.539205 -1.005936 0.088314 -0.330 0.012 -0.009 -1.20
O 0.990817 0.259737 -2.003856 0.535 0.131 -0.821 -0.45
C -0.211766 0.072004 -1.535559 1.021 0.570 0.621 0.11
O -1.304225 0.058868 -2.002223 -0.659 -0.274 -0.043 -0.62
H 0.550865 2.316118 -0.326759 0.005 0.048 -0.009 0.34
H 0.641076 1.423878 1.202314 -0.024 0.023 0.027 0.34
H 2.113571 1.732436 0.285604 0.082 -0.047 -0.087 0.36
H 1.381145 -1.892967 -0.521526 -0.017 -0.024 -0.002 0.35
H 1.143283 -1.181242 1.087034 0.002 -0.032 0.014 0.33
H 2.609791 -0.823617 0.170269 0.051 0.123 -0.065 0.35
N -0.956088 -0.362983 2.143616 0.565 0.415 0.286 -0.50
C -1.710006 -0.346069 1.273495 -0.600 -0.752 0.117 0.50
N -2.696033 -0.512263 0.412050 -0.798 0.125 -0.456 -0.43
H -2.640786 -0.167702 -0.539491 0.389 -0.031 0.149 0.29
H -3.347336 -1.266890 0.573063 0.217 0.132 0.131 0.21
```
Positions in Å, forces in eV/Å.



[3]
# C4H3NO3

A molecular structure, C4H3NO3 (ωB97M-V/def2-TZVPD, the Open Molecules 2025 dataset).

As for the spin multiplicity: 1. The orbital gap comes out at 8.96 eV. The energy relative to the best compared isomer or geometry (same formula, charge and spin) comes out at 185.2 kcal per mole.

Geometry as XYZ:
```
11
Properties=species:S:1:pos:R:3:forces:R:3:mulliken_charge:R:1
C 0.041095 0.365660 -0.243578 -5.067 5.095 0.134 0.45
C -0.792930 -0.772918 0.050830 2.435 -0.191 -0.950 -0.01
C 0.252250 -1.599899 0.100925 -0.339 -6.169 3.798 -0.40
C 1.349108 0.228022 -0.313816 3.402 1.677 -0.735 -0.45
H -1.876547 -0.946957 0.164471 1.178 0.474 0.111 0.41
H 0.182213 -2.666990 0.961798 0.845 3.099 -3.686 0.24
H 2.416291 0.772655 -0.395758 -3.378 -0.805 -0.040 0.33
N -0.761481 1.564681 -0.163617 -2.030 4.906 2.803 0.59
O -1.998184 1.398514 -0.428365 4.304 1.351 0.558 -0.46
O -0.284101 2.722396 0.487000 -1.954 -5.703 -3.666 -0.47
O 1.472286 -1.065165 -0.219888 0.605 -3.734 1.672 -0.24
```
Positions in Å, forces in eV/Å.



[4]
# C32H56N8

8 unconnected molecules or ions with the total composition C32H56N8 (ωB97M-V/def2-TZVPD, the Open Molecules 2025 dataset).

As for the spin multiplicity: 1. The orbital gap comes out at 11.38 eV. The energy relative to the best compared isomer or geometry (same formula, charge and spin) comes out at 84.4 kcal per mole. As for the structure (SMILES): CCCC#N.CCCC#N.CCCC#N.CCCC#N.CCCC#N.CCCC#N.CCCC#N.CCCC#N.

Geometry as XYZ:
```
96
Properties=species:S:1:pos:R:3:forces:R:3:mulliken_charge:R:1
C 0.717414 9.636480 10.147131 0.023 -0.026 0.899 -1.14
C 0.465890 8.176981 9.896582 -1.662 -1.613 -1.226 -0.45
C -0.385244 7.910452 8.609448 -0.407 -0.501 0.299 -0.45
C -0.977742 6.522304 8.538378 2.163 3.751 0.006 0.13
N -1.396230 5.475973 8.536212 -1.137 -2.596 -0.026 -0.37
H -0.124696 10.309067 10.310145 -0.670 -0.560 -0.343 0.34
H 1.286772 10.110644 9.347692 0.551 -0.131 0.394 0.32
H 1.142977 9.603856 11.150097 0.975 0.732 -0.252 0.32
H -0.052370 7.638709 10.690158 -0.299 0.619 0.437 0.38
H 1.350853 7.544611 9.825526 0.506 0.559 -0.239 0.32
H 0.204561 8.167471 7.729582 -0.053 -0.434 -0.169 0.33
H -1.252938 8.568883 8.568529 0.013 0.198 0.210 0.28
C 5.216117 0.058949 -3.648261 0.019 -0.871 -0.768 -1.01
C 4.791827 -0.977782 -4.777174 -0.651 1.459 -0.094 -0.39
C 5.609447 -2.202646 -4.999939 1.539 -1.662 1.564 -0.47
C 5.719168 -3.103289 -3.778895 0.219 -0.546 1.409 0.21
N 5.782815 -3.739379 -2.795938 -0.189 1.488 -2.444 -0.43
H 5.992351 0.709236 -4.051598 0.192 -0.143 0.079 0.30
H 5.589644 -0.412635 -2.739313 0.037 -0.203 -0.098 0.32
H 4.424194 0.738105 -3.332493 -0.310 -0.293 -0.296 0.30
H 4.976572 -0.492708 -5.735647 -0.609 0.540 -0.032 0.25
H 3.738418 -1.257075 -4.756510 -0.051 0.250 0.309 0.33
H 6.602609 -1.863332 -5.294196 0.379 -0.290 0.381 0.25
H 5.325223 -2.853883 -5.826505 -0.594 0.273 -0.022 0.34
C -0.066221 7.134413 -0.901754 0.643 0.926 0.562 -1.13
C -1.388927 7.650256 -0.372241 -0.049 2.396 0.378 -0.30
C -1.303303 9.243346 0.035697 1.176 -1.057 0.111 -0.48
C -0.204970 9.564828 0.991862 -0.111 -0.488 0.569 0.18
N 0.644541 9.817481 1.732643 -0.569 -0.165 -0.585 -0.42
H 0.724874 7.379578 -0.193121 -0.032 -0.624 0.610 0.35
H 0.316976 7.765223 -1.703846 -0.539 -0.397 -0.772 0.32
H -0.066163 6.066812 -1.121557 0.040 0.223 -0.170 0.30
H -1.731530 7.123451 0.518381 0.057 -0.089 -0.092 0.29
H -2.165014 7.606267 -1.136337 -0.078 -0.119 0.083 0.28
H -2.226921 9.651739 0.445870 -0.062 -0.288 -0.060 0.32
H -0.994305 9.889522 -0.785936 -0.477 -0.320 -0.629 0.27
C 1.912167 -3.872383 10.591370 -1.644 -0.847 -1.047 -1.09
C 0.607728 -3.740030 9.754928 0.144 1.018 0.194 -0.40
C 0.730347 -4.139377 8.311141 0.962 -0.306 -1.424 -0.33
C 2.048519 -3.855705 7.711722 5.765 1.454 -2.638 0.18
N 3.114884 -3.564548 7.212241 -5.847 -1.620 2.755 -0.46
H 2.676408 -3.299370 10.066292 0.136 0.046 0.531 0.35
H 2.145659 -4.935378 10.531140 0.545 0.004 0.406 0.29
H 1.702644 -3.577253 11.619518 0.406 0.081 -0.125 0.34
H 0.341656 -2.683437 9.725049 -0.337 0.022 0.405 0.29
H -0.249274 -4.340485 10.060053 0.118 0.291 0.862 0.28
H 0.061410 -3.588110 7.650279 -0.444 -0.065 0.236 0.27
H 0.504672 -5.198263 8.184982 0.185 -0.075 -0.161 0.27
C -6.107624 -7.094157 -0.410713 -0.440 0.586 -0.166 -1.20
C -4.740652 -6.927028 -1.001447 0.904 -0.497 -1.048 -0.40
C -3.488123 -7.145176 -0.103283 -0.814 -0.023 0.912 -0.36
C -3.705825 -6.835831 1.372252 0.304 0.367 -0.219 0.21
N -3.848195 -6.655636 2.509524 0.110 -0.229 -1.509 -0.42
H -6.874182 -7.203568 -1.177860 0.186 -0.122 -0.298 0.40
H -6.374998 -6.146825 0.057445 -0.155 -0.455 0.880 0.31
H -6.163184 -8.000138 0.192793 -0.097 0.388 0.461 0.32
H -4.587952 -5.980167 -1.519357 -0.403 0.351 0.380 0.30
H -4.675050 -7.615790 -1.843712 0.382 -0.379 0.064 0.28
H -2.700608 -6.565855 -0.585267 0.224 0.146 0.730 0.30
H -3.141433 -8.178494 -0.090447 -0.190 -0.119 -0.179 0.26
C -1.782685 1.822904 -9.665489 0.984 0.517 0.900 -1.09
C -2.232722 2.316143 -8.284482 -1.436 0.753 -0.301 -0.48
C -1.201138 2.513389 -7.164086 -0.046 -0.909 0.363 -0.29
C 0.099298 3.063336 -7.498088 2.694 1.752 -1.191 0.19
N 1.127806 3.566034 -7.756805 -2.562 -1.383 0.665 -0.44
H -1.030208 2.552277 -9.965303 0.244 -0.187 -0.369 0.31
H -2.535572 1.823112 -10.453695 -0.229 -0.146 0.426 0.35
H -1.290904 0.854594 -9.572604 -0.098 -0.085 -0.266 0.28
H -3.077557 1.750912 -7.890939 0.328 -0.648 0.215 0.33
H -2.760262 3.261606 -8.410558 0.348 0.446 -0.271 0.28
H -0.991816 1.561198 -6.676634 0.012 -0.233 -0.036 0.25
H -1.596437 3.131534 -6.358026 -0.234 0.114 -0.127 0.29
C -1.059630 0.502887 2.400101 0.213 0.773 0.652 -1.13
C 0.416058 0.212019 2.112660 -0.504 -0.652 -0.595 -0.38
C 0.561147 -1.204843 1.461430 -0.639 0.769 -0.869 -0.45
C -0.302877 -1.315389 0.222247 -0.165 -0.005 -0.332 0.25
N -0.977991 -1.360994 -0.723122 1.032 0.044 1.424 -0.44
H -1.456435 -0.300569 3.020685 -0.342 0.083 -0.123 0.29
H -1.712385 0.739860 1.559948 0.298 -0.794 -0.464 0.36
H -1.157196 1.442253 2.944310 0.243 -0.077 0.534 0.33
H 1.001568 0.187769 3.031738 -0.131 0.048 0.093 0.30
H 0.836233 1.005727 1.494949 0.108 -0.212 -0.213 0.29
H 0.233303 -1.962366 2.173306 -0.064 -0.018 -0.056 0.28
H 1.592557 -1.428382 1.188821 -0.045 0.022 -0.059 0.31
C 0.920844 -7.623391 -7.418222 0.865 -0.599 -0.564 -1.18
C 0.134527 -6.653809 -6.585700 -0.095 0.342 -0.270 -0.31
C -0.446298 -5.598641 -7.548737 -0.545 1.025 1.455 -0.47
C 0.514924 -4.945022 -8.417822 2.343 1.349 -3.565 0.25
N 1.217600 -4.428361 -9.218896 -2.245 -1.677 2.935 -0.45
H 1.218747 -8.555420 -6.937943 -0.294 0.012 0.125 0.34
H 1.855021 -7.139774 -7.703735 0.152 0.065 0.054 0.34
H 0.464757 -7.833345 -8.385707 -0.366 -0.289 0.141 0.32
H 0.826113 -6.225732 -5.860044 -0.139 0.409 -0.026 0.25
H -0.678344 -7.067894 -5.989154 -0.079 -0.242 -0.274 0.30
H -0.860656 -4.756648 -6.994238 -0.024 0.095 0.494 0.30
H -1.345053 -5.925878 -8.071486 0.434 -0.483 -0.491 0.31
```
Positions in Å, forces in eV/Å.



For the records above, the corresponding HOMO level values read -6.21 -10.03 -10.04 -11.13 eV.
For the records above, the corresponding LUMO energy values read 0.203 0.701 -1.080 0.253 eV.